68
Properties=species:S:1:pos:R:3 method="wB97M-V/def2-TZVPD" charge=-1 de_lowest_ev=0.343 homo_energy_ha=-0.1882
In 0.0091 0.6492 0.1520
S -1.1103 -1.3832 -1.3637
C 0.1031 -2.5952 -1.5434
N 1.3763 -2.5049 -1.3321
C 2.0442 -3.6887 -1.6093
C 3.4187 -3.8826 -1.4721
C 3.9597 -5.1231 -1.7715
C 3.1489 -6.1751 -2.2069
C 1.7810 -5.9964 -2.3522
C 1.2400 -4.7500 -2.0531
S -0.4054 -4.2091 -2.1162
H 4.0365 -3.0546 -1.1393
H 5.0265 -5.2806 -1.6657
H 3.5906 -7.1392 -2.4311
H 1.1463 -6.8097 -2.6865
C 2.4276 -1.4258 1.4162
N 2.1801 -0.0035 1.6702
C 2.1377 0.2365 3.1085
C 3.2156 0.8039 1.0390
C 3.0564 0.8964 -0.4636
C 4.1942 1.0333 -1.2584
C 4.0890 1.1283 -2.6387
C 2.8353 1.0686 -3.2396
C 1.7023 0.9272 -2.4460
C 1.7976 0.8724 -1.0557
H 3.3926 -1.7465 1.8407
H 2.4282 -1.6158 0.3422
H 1.6303 -2.0157 1.8694
H 3.0929 -0.0401 3.5860
H 1.3431 -0.3621 3.5544
H 1.9277 1.2852 3.3094
H 4.2055 0.3846 1.2776
H 3.1829 1.8142 1.4520
H 5.1774 1.0375 -0.7929
H 4.9825 1.2234 -3.2440
H 2.7448 1.1252 -4.3191
H 0.7273 0.8476 -2.9198
S -1.2621 -0.0626 2.2006
C -0.9373 1.5314 2.8412
S -0.2525 2.7159 1.8024
C -1.2305 1.8041 4.1679
C -1.7713 0.8141 5.0537
N -2.1960 0.0364 5.7933
C -0.9811 3.0923 4.7476
N -0.7881 4.1127 5.2517
C -5.3056 0.9609 -2.2788
C -4.4480 -0.0377 -1.5295
N -3.3453 0.6794 -0.9108
C -2.6460 1.6653 -1.5588
N -1.4557 1.9635 -1.1432
C -0.7756 3.1563 -1.6545
C -1.7586 4.1666 -2.2156
C -2.6382 3.4444 -3.2168
N -3.3191 2.3509 -2.5436
C -4.4216 1.7146 -3.2526
H -5.7348 1.6710 -1.5685
H -6.1146 0.4570 -2.8083
H -4.0846 -0.8160 -2.2087
H -5.0190 -0.5221 -0.7400
H -2.7886 0.1560 -0.2534
H -0.0605 2.8731 -2.4290
H -0.2030 3.5887 -0.8333
H -1.2288 4.9922 -2.6925
H -2.3805 4.5653 -1.4106
H -2.0307 3.0811 -4.0556
H -3.4034 4.1058 -3.6238
H -4.0426 1.0272 -4.0194
H -4.9850 2.4976 -3.7591